(1)
C28H25AsNSSr | ωB97M-V/def2-TZVPD

HOMO-LUMO gap = 7.4 eV
HOMO level = -10.6 eV
charge = +1

Each line ends with the Löwdin charge.
Element x y z (Å)
Sr (-1.471, -0.732, 0.255)  1.4350
C (-4.292, -0.038, -2.232)  -0.0117
C (-3.973, 0.176, -0.777)  -0.3170
C (-4.300, -0.790, 0.176)  -0.0615
C (-4.021, -0.601, 1.527)  -0.3217
C (-4.396, -1.641, 2.549)  -0.0133
C (-3.381, 0.576, 1.915)  -0.0715
C (-3.059, 1.566, 0.996)  -0.3121
C (-2.452, 2.869, 1.435)  -0.0129
C (-3.334, 1.334, -0.349)  -0.0683
H (-5.265, 0.404, -2.458)  0.1036
H (-4.343, -1.097, -2.479)  0.0941
H (-3.558, 0.440, -2.879)  0.0894
H (-4.782, -1.707, -0.143)  0.1411
H (-5.255, -1.292, 3.125)  0.1031
H (-3.588, -1.822, 3.259)  0.0922
H (-4.667, -2.585, 2.081)  0.0922
H (-3.157, 0.736, 2.965)  0.1408
H (-3.240, 3.617, 1.544)  0.1056
H (-1.740, 3.244, 0.704)  0.0669
H (-1.948, 2.775, 2.396)  0.0898
H (-3.061, 2.091, -1.079)  0.1416
S (0.635, -4.707, 0.105)  0.5637
C (-0.463, -3.656, -0.423)  -1.0720
N (-1.225, -2.841, -0.817)  -0.1805
C (6.260, -1.192, 1.442)  -0.0701
C (5.813, -0.829, 0.179)  -0.0683
C (4.454, -0.788, -0.096)  -0.0909
C (3.551, -1.119, 0.907)  -0.3851
C (3.993, -1.496, 2.171)  -0.1208
C (5.354, -1.524, 2.438)  -0.0741
As (1.631, -1.070, 0.602)  1.2953
C (1.285, 0.869, 0.582)  -0.3781
C (1.289, 1.728, 1.679)  -0.0912
C (1.088, 3.085, 1.481)  -0.0807
C (0.833, 3.572, 0.201)  -0.0795
C (0.772, 2.714, -0.886)  -0.0194
C (1.015, 1.351, -0.704)  -0.2342
C (1.088, 0.326, -1.767)  -0.2368
C (0.834, 0.553, -3.119)  -0.0216
C (0.990, -0.481, -4.028)  -0.0545
C (1.390, -1.743, -3.597)  -0.0476
C (1.622, -1.984, -2.253)  -0.0948
C (1.481, -0.949, -1.339)  -0.3735
H (7.322, -1.224, 1.648)  0.1101
H (6.526, -0.578, -0.595)  0.1101
H (4.101, -0.504, -1.079)  0.1037
H (3.273, -1.779, 2.929)  0.0963
H (5.710, -1.817, 3.417)  0.1094
H (1.501, 1.340, 2.669)  0.1110
H (1.137, 3.768, 2.319)  0.1143
H (0.685, 4.634, 0.052)  0.1161
H (0.584, 3.111, -1.876)  0.1140
H (0.538, 1.535, -3.466)  0.1097
H (0.805, -0.304, -5.079)  0.1121
H (1.509, -2.546, -4.312)  0.1159
H (1.898, -2.976, -1.916)  0.0866

Cartesian forces, eV/Å:
Sr 1.21 -0.34 -0.36
C -0.05 0.01 0.04
C -0.14 -0.13 -0.32
C -0.30 -0.15 -0.02
C -0.20 -0.27 0.15
C -0.04 0.04 -0.02
C -0.12 0.10 0.45
C 0.05 0.42 0.14
C -0.05 -0.02 0.03
C -0.05 0.39 -0.30
H 0.00 0.00 -0.01
H 0.02 0.00 0.01
H 0.01 0.01 0.01
H 0.01 0.00 0.00
H 0.00 -0.01 0.00
H 0.00 0.01 0.00
H 0.01 0.00 -0.01
H -0.02 0.00 -0.02
H -0.01 -0.01 0.00
H 0.00 -0.01 -0.01
H 0.00 0.00 0.00
H -0.03 -0.01 0.00
S -0.01 0.01 -0.01
C 0.03 0.00 -0.07
N -0.26 0.01 0.18
C 0.00 0.00 0.02
C 0.01 0.02 -0.04
C 0.00 0.02 0.07
C -0.25 -0.03 0.03
C -0.09 0.00 -0.11
C 0.04 -0.01 0.01
As 0.34 0.12 -0.09
C -0.05 -0.20 0.13
C 0.06 -0.06 -0.08
C -0.01 0.02 -0.01
C 0.00 0.01 0.03
C 0.03 -0.02 -0.01
C -0.05 0.05 0.02
C -0.02 0.05 -0.07
C -0.02 0.00 -0.02
C 0.01 -0.02 0.03
C 0.00 0.01 0.00
C 0.06 -0.08 0.04
C -0.17 0.02 0.16
H 0.00 0.00 0.00
H -0.01 0.00 -0.01
H 0.03 0.00 -0.02
H 0.06 -0.02 0.05
H -0.02 0.00 0.01
H 0.01 0.05 0.02
H 0.00 0.01 0.00
H 0.00 0.00 0.00
H 0.00 0.01 0.00
H 0.00 0.00 0.00
H 0.00 0.00 0.00
H 0.00 0.01 -0.01
H 0.00 0.01 -0.01

(2)
C28H25BN8O6PRb | ωB97M-V/def2-TZVPD

HOMO-LUMO gap = 7.3 eV
HOMO level = -3.3 eV
charge = -2

Each line ends with the Löwdin charge.
Element x y z (Å)
Rb (0.409, -0.510, 0.220)  0.7828
C (-3.071, -3.193, 2.376)  -0.0896
C (-2.547, -2.062, 1.729)  -0.1811
N (-1.345, -1.755, 2.200)  -0.0111
N (-1.071, -2.663, 3.151)  -0.0519
C (-2.088, -3.534, 3.282)  -0.1146
B (0.292, -2.730, 3.898)  -0.5325
N (1.402, -3.270, 2.984)  -0.0506
C (1.791, -4.562, 2.958)  -0.1198
C (2.692, -4.724, 1.931)  -0.0850
C (2.792, -3.439, 1.370)  -0.1722
N (2.029, -2.570, 2.013)  0.0346
N (0.623, -1.366, 4.563)  -0.0370
C (0.206, -1.036, 5.802)  -0.1140
C (0.683, 0.220, 6.102)  -0.0996
C (1.406, 0.578, 4.949)  -0.2215
N (1.369, -0.382, 4.034)  0.0803
H (-4.016, -3.682, 2.210)  0.0743
H (-2.993, -1.457, 0.954)  0.1004
H (-2.037, -4.333, 4.002)  0.1037
H (0.134, -3.536, 4.792)  0.1072
H (1.385, -5.271, 3.660)  0.1011
H (3.180, -5.629, 1.615)  0.0754
H (3.360, -3.122, 0.510)  0.0980
H (-0.398, -1.717, 6.377)  0.1075
H (0.539, 0.786, 7.007)  0.0736
H (1.967, 1.480, 4.753)  0.0949
O (-3.363, 5.281, 0.879)  0.0749
C (-2.931, 5.012, 2.080)  -0.5481
O (-3.246, 5.658, 3.067)  0.0283
C (-2.012, 3.845, 2.222)  -0.0676
C (-1.520, 3.420, 3.435)  -0.0271
N (-0.730, 2.364, 3.184)  0.0118
N (-0.677, 2.054, 1.886)  0.0901
C (-1.453, 2.938, 1.278)  -0.1413
C (-1.658, 2.824, -0.218)  -0.5781
O (-2.457, 3.676, -0.726)  -0.0045
O (-1.066, 1.925, -0.816)  -0.0638
H (-2.963, 4.595, 0.156)  0.0316
H (-1.690, 3.804, 4.425)  0.1246
H (-0.239, 1.770, 3.839)  0.1083
O (2.187, -3.820, -2.980)  -0.0352
C (1.515, -2.821, -2.718)  -0.7884
O (1.293, -2.287, -1.587)  -0.2927
C (0.871, -2.012, -3.878)  -0.2748
P (0.029, -0.610, -3.048)  1.0295
C (1.437, 0.580, -2.863)  -0.3581
C (1.170, 1.952, -2.871)  -0.0977
C (2.180, 2.878, -2.664)  -0.0863
C (3.484, 2.457, -2.442)  -0.1128
C (3.763, 1.099, -2.421)  -0.0947
C (2.750, 0.169, -2.622)  -0.0886
C (-0.787, 0.260, -4.481)  -0.3666
C (-1.945, 0.986, -4.205)  -0.1040
C (-2.618, 1.674, -5.208)  -0.0921
C (-2.149, 1.633, -6.512)  -0.1185
C (-0.995, 0.915, -6.805)  -0.1104
C (-0.319, 0.244, -5.796)  -0.0951
H (0.160, -2.626, -4.435)  0.0827
H (1.655, -1.694, -4.571)  0.0766
H (0.154, 2.299, -3.004)  0.0931
H (1.939, 3.935, -2.657)  0.0990
H (4.272, 3.181, -2.269)  0.0888
H (4.773, 0.753, -2.234)  0.0950
H (2.984, -0.885, -2.569)  0.0965
H (-2.292, 1.042, -3.179)  0.0956
H (-3.501, 2.251, -4.964)  0.0976
H (-2.672, 2.165, -7.298)  0.0872
H (-0.617, 0.887, -7.820)  0.0887
H (0.591, -0.294, -6.032)  0.0936

Cartesian forces, eV/Å:
Rb 0.06 0.29 0.47
C 0.00 0.05 0.03
C -0.03 -0.01 0.04
N -0.05 -0.02 0.04
N 0.06 0.05 0.05
C -0.03 -0.03 -0.05
B -0.04 -0.02 -0.07
N 0.15 0.13 0.20
C 0.01 -0.05 -0.04
C -0.02 0.01 0.01
C 0.06 0.01 0.02
N -0.32 -0.04 -0.14
N 0.16 -0.10 0.07
C -0.04 0.03 0.00
C -0.03 0.06 -0.05
C 0.10 -0.02 0.08
N -0.20 0.00 -0.09
H -0.01 0.00 0.01
H 0.02 0.00 -0.02
H 0.02 -0.01 0.01
H -0.01 0.00 -0.02
H -0.01 0.00 0.04
H 0.01 -0.01 0.00
H -0.02 0.01 -0.03
H -0.01 -0.03 0.00
H 0.00 0.00 0.02
H 0.03 0.01 0.00
O -0.05 0.18 -0.02
C 0.10 -0.18 0.13
O -0.04 0.07 -0.02
C -0.07 0.04 -0.06
C 0.06 -0.01 0.00
N -0.04 -0.06 -0.03
N 0.01 -0.07 -0.06
C 0.06 -0.06 0.07
C -0.10 0.11 0.05
O 0.11 -0.04 -0.11
O -0.02 -0.12 -0.10
H -0.03 -0.09 0.04
H 0.00 0.01 0.02
H -0.01 0.00 -0.01
O 0.06 -0.19 -0.13
C -0.13 0.32 0.20
O 0.29 -0.43 -0.24
C 0.08 -0.03 0.12
P -0.14 0.34 -0.54
C -0.01 0.03 0.06
C -0.01 -0.01 0.01
C 0.01 0.00 0.00
C 0.00 -0.01 0.00
C -0.02 0.02 0.00
C -0.01 -0.03 -0.07
C 0.03 -0.04 0.05
C 0.01 0.02 0.05
C 0.04 0.00 -0.02
C 0.01 -0.01 0.00
C -0.02 0.02 0.01
C 0.03 -0.07 -0.01
H -0.02 -0.01 0.03
H -0.01 -0.05 0.00
H 0.01 0.01 0.01
H -0.01 0.01 -0.01
H 0.00 0.00 0.00
H 0.01 -0.01 0.00
H 0.02 0.01 0.01
H -0.03 0.00 0.02
H -0.01 0.00 0.02
H 0.00 0.00 0.00
H 0.01 0.00 -0.01
H -0.01 -0.01 0.00

(3)
C28H25BrGaNP | ωB97M-V/def2-TZVPD

HOMO-LUMO gap = 5.2 eV
HOMO level = -2.7 eV
charge = -1

Each line ends with the Löwdin charge.
Element x y z (Å)
C (2.151, 0.747, 1.011)  -0.2336
C (1.739, 2.107, 0.942)  -0.1977
C (0.734, 2.309, 1.928)  -0.2123
H (2.122, 2.856, 0.254)  0.0652
C (0.492, 1.065, 2.580)  -0.2061
C (1.387, 0.106, 2.030)  -0.2288
H (1.460, -0.934, 2.335)  0.0503
H (2.923, 0.289, 0.399)  0.0549
H (0.239, 3.254, 2.143)  0.0536
H (-0.236, 0.879, 3.368)  0.0522
Ga (0.479, -0.917, -1.570)  -0.0130
Br (1.777, 0.443, -3.012)  0.3101
C (-0.185, -3.043, -1.536)  -0.1432
C (0.220, -2.726, -0.201)  -0.1186
C (1.566, -2.216, -0.257)  -0.1506
H (-0.316, -2.971, 0.712)  0.1191
C (2.034, -2.331, -1.608)  -0.2027
C (0.917, -2.770, -2.421)  -0.1951
H (0.969, -3.023, -3.479)  0.1169
H (-1.113, -3.532, -1.824)  0.1140
H (2.194, -1.992, 0.596)  0.1014
H (3.064, -2.202, -1.934)  0.1158
N (-0.880, 0.075, -0.827)  -0.1919
P (-1.693, 1.346, -1.216)  0.7821
C (-0.904, 2.995, -1.158)  -0.2452
C (-1.160, 3.896, -0.111)  -0.1009
C (-0.662, 5.199, -0.148)  -0.0855
C (0.170, 5.604, -1.194)  -0.0953
C (0.486, 4.694, -2.210)  -0.0864
C (-0.019, 3.396, -2.169)  -0.1094
C (-2.563, 1.363, -2.813)  -0.2525
C (-1.819, 1.442, -4.004)  -0.0884
C (-2.466, 1.678, -5.220)  -0.0830
C (-3.866, 1.703, -5.279)  -0.1025
C (-4.610, 1.475, -4.117)  -0.0939
C (-3.962, 1.255, -2.899)  -0.0879
C (-3.016, 1.578, -0.020)  -0.3124
C (-3.932, 2.631, -0.179)  -0.1263
C (-4.904, 2.859, 0.795)  -0.0915
C (-4.957, 2.037, 1.926)  -0.0983
C (-4.049, 0.982, 2.075)  -0.0797
C (-3.071, 0.741, 1.102)  -0.0541
H (-1.785, 3.600, 0.736)  0.1032
H (-0.924, 5.894, 0.651)  0.1003
H (0.569, 6.621, -1.219)  0.0946
H (1.141, 4.990, -3.034)  0.0998
H (0.289, 2.686, -2.935)  0.0117
H (-0.734, 1.317, -3.985)  0.0390
H (-1.874, 1.834, -6.126)  0.1018
H (-4.373, 1.877, -6.232)  0.0950
H (-5.702, 1.469, -4.151)  0.0975
H (-4.559, 1.025, -2.014)  0.1026
H (-3.880, 3.277, -1.058)  0.1175
H (-5.612, 3.678, 0.667)  0.0971
H (-5.712, 2.225, 2.693)  0.0945
H (-4.098, 0.338, 2.954)  0.0984
H (-2.348, -0.072, 1.197)  0.0982

Cartesian forces, eV/Å:
C -0.51 0.25 0.30
C -0.22 -0.44 0.61
C 0.23 -0.62 -0.22
H -0.03 -0.08 0.09
C 0.65 0.12 -0.39
C -0.22 0.66 -0.17
H -0.04 0.11 0.00
H -0.05 0.08 0.05
H 0.05 -0.19 -0.03
H 0.14 0.06 -0.08
Ga -1.34 3.72 0.58
Br 0.37 0.55 -0.73
C 0.63 -0.74 0.90
C 0.64 -0.93 -0.80
C 0.18 -1.83 -0.11
H -0.11 0.67 -0.31
C -0.35 -1.39 0.38
C 0.69 -1.22 0.38
H -0.12 0.38 0.34
H 0.14 0.52 0.04
H -0.30 0.31 -0.25
H -0.56 0.48 -0.02
N -0.29 0.06 -0.92
P 0.99 -0.93 0.87
C 0.35 0.54 -0.03
C -0.27 0.06 -0.20
C 0.26 -0.11 -0.14
C -0.21 -0.23 -0.11
C 0.13 0.07 0.28
C -0.22 0.16 -0.05
C -0.28 -0.46 -0.62
C -0.33 0.29 -0.12
C -0.19 -0.30 0.10
C 0.11 0.10 0.22
C 0.22 -0.22 -0.16
C 0.10 0.36 -0.27
C -0.49 0.01 0.33
C -0.17 -0.21 0.50
C 0.16 -0.15 -0.09
C 0.20 -0.16 -0.06
C -0.10 0.13 -0.15
C -0.36 0.39 -0.13
H 0.30 0.10 -0.39
H 0.16 -0.20 -0.16
H -0.13 -0.29 -0.02
H -0.16 -0.11 0.31
H -0.13 0.32 0.21
H -0.34 0.23 0.03
H -0.20 -0.16 0.27
H 0.17 0.01 0.32
H 0.30 -0.10 -0.05
H 0.25 0.25 -0.26
H 0.03 -0.17 0.29
H 0.14 -0.19 0.09
H 0.22 -0.09 -0.20
H 0.01 0.21 -0.19
H -0.09 0.34 -0.05

(4)
C28H25ClCrOSi | ωB97M-V/def2-TZVPD

HOMO-LUMO gap (alpha / beta) = 6.4 / 6.5 eV
HOMO level (alpha / beta) = -3.7 / -3.8 eV
charge = -1
multiplicity = 4

Each line ends with the Löwdin charge.
Element x y z (Å)
C (1.565, 1.974, -0.311)  -0.2070
C (1.514, 1.164, -1.512)  -0.1740
C (2.004, -0.141, -1.189)  -0.1500
H (1.147, 1.487, -2.483)  0.1105
C (2.296, -0.185, 0.207)  -0.1290
C (2.041, 1.123, 0.759)  -0.1541
H (2.184, 1.424, 1.794)  0.1125
H (1.224, 2.998, -0.200)  0.0929
H (2.200, -0.942, -1.898)  0.1122
H (2.710, -1.031, 0.755)  0.1166
Cr (0.059, 0.446, 0.044)  0.4801
Cl (-1.531, 1.972, -0.283)  0.1899
C (-2.006, -1.276, -0.015)  -0.2078
C (-0.964, -2.205, 0.323)  -0.1746
C (-0.121, -2.354, -0.827)  -0.2030
H (-0.848, -2.700, 1.280)  0.0779
C (-0.636, -1.522, -1.869)  -0.2131
C (-1.810, -0.865, -1.381)  -0.2335
H (-2.447, -0.183, -1.927)  0.0660
H (-2.822, -0.965, 0.625)  0.0669
H (0.765, -2.975, -0.875)  0.0751
H (-0.222, -1.388, -2.860)  0.0770
O (-0.217, 0.124, 1.935)  -0.3939
Si (-0.893, 0.964, 3.112)  0.4155
C (0.000, 2.564, 3.466)  -0.2138
C (-0.023, 3.622, 2.549)  -0.1127
C (0.646, 4.821, 2.827)  -0.0880
C (1.361, 4.958, 4.022)  -0.1076
C (1.411, 3.892, 4.929)  -0.0960
C (0.745, 2.697, 4.643)  -0.0877
C (-2.733, 1.232, 2.932)  -0.2369
C (-3.296, 2.508, 2.859)  -0.0987
C (-4.681, 2.656, 2.721)  -0.0941
C (-5.507, 1.526, 2.669)  -0.1058
C (-4.945, 0.247, 2.754)  -0.0889
C (-3.558, 0.103, 2.888)  -0.0979
C (-0.786, -0.095, 4.644)  -0.2412
C (-1.359, 0.347, 5.840)  -0.1009
C (-1.289, -0.457, 6.985)  -0.0978
C (-0.657, -1.705, 6.922)  -0.1119
C (-0.099, -2.149, 5.718)  -0.0944
C (-0.159, -1.340, 4.575)  -0.0737
H (-0.574, 3.510, 1.606)  0.0487
H (0.597, 5.641, 2.108)  0.0982
H (1.875, 5.893, 4.246)  0.0911
H (1.962, 3.989, 5.867)  0.0944
H (0.797, 1.864, 5.342)  0.0933
H (-2.652, 3.385, 2.914)  0.0901
H (-5.110, 3.657, 2.662)  0.0930
H (-6.586, 1.640, 2.572)  0.0903
H (-5.576, -0.644, 2.728)  0.0972
H (-3.119, -0.896, 2.979)  0.1125
H (-1.859, 1.318, 5.882)  0.1109
H (-1.726, -0.101, 7.919)  0.0925
H (-0.601, -2.333, 7.812)  0.0897
H (0.386, -3.123, 5.657)  0.0934
H (0.280, -1.676, 3.632)  0.0995

Cartesian forces, eV/Å:
C 0.67 -1.21 0.22
C 0.48 0.01 0.63
C 0.42 0.99 0.48
H 0.11 -0.09 0.31
C 0.08 0.94 -0.41
C 0.19 0.26 -1.42
H -0.25 -0.14 -0.30
H 0.09 -0.30 -0.07
H -0.50 0.18 0.33
H -0.40 0.26 -0.19
Cr -0.77 -1.92 0.62
Cl -0.43 1.01 0.01
C 0.99 -0.50 -0.71
C -0.26 0.48 -1.38
C -1.06 0.44 0.40
H 0.08 0.13 -0.11
C -0.57 -0.13 0.80
C 0.92 -0.77 0.83
H 0.14 -0.03 0.04
H 0.20 0.05 -0.11
H 0.00 0.07 -0.03
H 0.03 -0.06 0.03
O -0.09 0.31 -0.32
Si 0.03 -0.61 -0.34
C 0.05 0.13 0.01
C 0.17 0.51 0.09
C -0.04 -0.33 0.05
C -0.14 -0.21 0.01
C -0.02 0.03 -0.14
C 0.12 0.57 -0.06
C 0.06 0.24 -0.03
C -0.63 -0.27 -0.04
C 0.08 -0.14 0.08
C 0.31 0.04 0.03
C 0.33 0.02 0.07
C -0.55 0.25 0.04
C 0.10 0.09 -0.06
C 0.18 -0.70 0.52
C 0.03 0.14 -0.28
C 0.01 0.10 -0.22
C -0.09 0.22 -0.03
C -0.04 -0.24 0.64
H 0.19 0.05 0.37
H 0.08 -0.19 0.23
H -0.11 -0.21 -0.03
H -0.09 0.02 -0.29
H -0.01 0.22 -0.07
H -0.20 -0.15 -0.06
H 0.02 -0.26 0.00
H 0.23 -0.01 -0.01
H 0.11 0.30 -0.03
H -0.15 0.33 -0.08
H 0.10 -0.24 0.00
H 0.11 -0.17 -0.17
H -0.02 0.13 -0.19
H -0.11 0.18 0.11
H -0.18 0.18 0.25